w | This record from the OMol25 dataset describes a cluster of 3 separate species, C5H8N2O in total. The level of theory is ωB97M-V with the def2-TZVPD basis set.

CARTESIAN COORDINATES (ANGSTROEM)
C: 0.782 -0.970 1.115
C: -0.758 1.268 -1.022
C: 1.267 -0.366 0.031
N: -0.989 1.731 0.233
C: -1.394 -1.772 0.631
C: 1.978 -0.085 -1.011
N: -2.128 -1.016 0.139
O: -0.150 1.846 -1.887
H: -0.543 2.580 0.516
H: -1.564 1.162 0.840
H: -1.255 0.231 -1.132
H: 1.372 -1.758 1.561
H: 0.174 -0.458 1.864
H: -1.273 -2.720 1.130
H: 2.818 0.614 -0.976
H: 1.663 -0.287 -2.030

Output
* gap between HOMO and LUMO: 9.83 eV
* molecular weight: 112.13 g mol⁻¹
* highest occupied orbital energy: -9.4 eV


x | This record from the OMol25 dataset describes the molecule C5H8N2O. The level of theory is ωB97M-V with the def2-TZVPD basis set.

CARTESIAN COORDINATES (ANGSTROEM)
C: -0.619 -1.064 -0.473
C: -1.044 1.214 -0.064
C: -0.051 0.275 -0.757
C: 1.344 0.513 -0.292
C: 1.648 0.110 1.075
H: 0.151 -1.705 -0.048
H: -1.065 -1.327 -1.559
H: -2.618 -1.365 0.559
H: -1.109 2.325 0.008
H: -0.179 0.522 -1.843
H: 1.850 1.341 -0.806
H: 2.306 0.629 1.765
H: 0.900 -0.540 1.493
N: -1.805 -0.848 0.509
N: -1.992 0.503 0.516
O: 2.286 -0.583 -0.081

Output
* gap between HOMO and LUMO: 9.44 eV
* molecular weight: 112.13 g mol⁻¹
* highest occupied orbital energy: -8.5 eV


y | This record from the OMol25 dataset describes a structure of composition C5H8N2O. The level of theory is ωB97M-V with the def2-TZVPD basis set.

CARTESIAN COORDINATES (ANGSTROEM)
C: 1.939 -1.202 0.337
C: 1.647 -1.354 -1.284
C: -0.824 0.348 -0.115
C: -1.720 1.380 0.239
C: -2.196 1.368 1.572
H: 2.380 -0.068 0.145
H: 2.901 -2.165 0.685
H: 0.773 -1.181 1.220
H: 2.508 -1.880 -2.134
H: -0.360 0.783 -2.046
H: -0.621 -0.181 0.777
H: -2.442 1.836 -0.620
H: -2.703 2.235 1.885
N: 0.708 -0.663 -1.913
N: -0.172 0.175 -1.288
O: -1.818 0.568 2.540

Output
* gap between HOMO and LUMO: 8.24 eV
* molecular weight: 112.13 g mol⁻¹
* highest occupied orbital energy: -8.5 eV


z | This record from the OMol25 dataset describes the molecule C5H8N2O. The level of theory is ωB97M-V with the def2-TZVPD basis set.

CARTESIAN COORDINATES (ANGSTROEM)
C: -1.731 0.240 -0.028
C: 0.050 -0.922 0.369
C: 1.338 -1.650 -0.073
C: 1.898 -0.227 -0.410
C: 0.434 0.118 -0.604
H: -0.223 2.823 0.443
H: -2.715 0.669 -0.104
H: 0.302 -0.690 1.434
H: 1.827 -2.273 0.686
H: 1.244 -2.308 -0.951
H: 2.389 0.199 0.465
H: 2.558 -0.120 -1.267
H: 0.143 -0.290 -1.578
N: -0.650 1.148 -0.407
N: -1.425 -0.969 0.300
O: -0.367 1.923 0.762

Output
* gap between HOMO and LUMO: 9.94 eV
* molecular weight: 112.13 g mol⁻¹
* highest occupied orbital energy: -9.2 eV


Relative stability in hartree, measured from the most stable structure: w 0.0047; x 0.0000; y 0.1457; z 0.0337


w | This record from the OMol25 dataset describes a structure of composition C5H8N2O. The level of theory is ωB97M-V with the def2-TZVPD basis set.

CARTESIAN COORDINATES (ANGSTROEM)
C: -0.153 -0.838 0.133
C: 1.416 -0.422 0.663
C: 1.475 0.808 -0.282
C: 0.008 0.696 -0.098
C: -1.680 -0.763 0.649
H: -0.769 -1.143 -1.574
H: 1.475 -0.381 1.926
H: 1.954 -1.288 0.195
H: 2.338 1.580 -0.035
H: 1.914 0.612 -1.314
H: -0.290 0.791 0.926
H: -1.676 1.964 -0.617
H: -2.342 -1.351 1.259
N: -1.424 1.020 -0.662
N: -2.220 0.188 0.068
O: -0.026 -1.473 -1.239

Output
* gap between HOMO and LUMO: 10.27 eV
* molecular weight: 112.13 g mol⁻¹
* highest occupied orbital energy: -9.3 eV


x | This record from the OMol25 dataset describes a structure of composition C5H8N2O. The level of theory is ωB97M-V with the def2-TZVPD basis set.

CARTESIAN COORDINATES (ANGSTROEM)
C: 1.507 0.283 1.692
C: 0.128 0.581 1.145
C: 0.034 0.648 -0.983
N: -0.255 0.669 -2.321
C: -0.252 -0.831 -0.242
C: -1.482 -1.378 -0.258
N: 0.326 1.544 -0.167
O: -0.855 0.789 1.829
H: -0.246 1.606 -2.705
H: -1.028 0.095 -2.624
H: 0.623 -1.466 -0.349
H: 2.223 0.086 0.896
H: 1.837 1.154 2.259
H: 1.437 -0.588 2.346
H: -2.350 -0.758 -0.055
H: -1.647 -2.432 -0.461

Output
* gap between HOMO and LUMO (alpha / beta): 8.21 / 8.21 eV
* molecular weight: 112.13 g mol⁻¹
* highest occupied orbital energy (alpha / beta): -8.9 / -8.9 eV


Relative stability in hartree, measured from the most stable structure: w 0.1130; x 0.0000


w | This record from the OMol25 dataset describes the molecule C5H8N2O. The level of theory is ωB97M-V with the def2-TZVPD basis set.

CARTESIAN COORDINATES (ANGSTROEM)
C: -0.128 0.822 -2.357
C: -0.844 0.607 -0.027
C: -1.012 -0.895 0.355
C: 1.040 0.093 1.331
C: 0.689 0.476 -0.149
H: 0.730 1.271 -2.935
H: -1.080 1.276 0.683
H: -0.462 -1.468 -0.366
H: -2.056 -1.280 0.692
H: 0.338 -1.742 1.754
H: 2.074 -0.518 1.429
H: 1.085 0.849 2.179
H: 1.212 -0.517 -0.452
N: -0.174 1.241 -1.097
N: -0.178 -0.754 1.796
O: -1.233 0.541 -2.836

Output
* gap between HOMO and LUMO: 9.72 eV
* molecular weight: 112.13 g mol⁻¹
* highest occupied orbital energy: -9.1 eV


x | This record from the OMol25 dataset describes the molecule C5H8N2O. The level of theory is ωB97M-V with the def2-TZVPD basis set.

CARTESIAN COORDINATES (ANGSTROEM)
C: -2.829 0.158 -0.031
C: -1.291 0.022 0.103
C: 0.620 -0.836 -0.037
C: 0.770 0.589 0.023
C: 2.010 1.357 -0.095
H: -3.016 0.743 -0.948
H: -3.175 -0.899 -0.225
H: -3.315 0.423 0.856
H: 2.364 -1.159 0.678
H: 1.620 2.390 -0.444
H: 2.571 1.670 1.046
H: 2.894 0.962 -0.760
H: -0.634 2.135 -0.172
N: -0.672 -1.180 -0.044
N: -0.454 1.071 0.122
O: 1.612 -1.655 -0.045

Output
* gap between HOMO and LUMO: 7.82 eV
* molecular weight: 112.13 g mol⁻¹
* highest occupied orbital energy: -7.3 eV


Relative stability in hartree, measured from the most stable structure: w 0.1688; x 0.0000


w | This record from the OMol25 dataset describes a cluster of 3 separate species, C4H13NO2 in total. The level of theory is ωB97M-V with the def2-TZVPD basis set.

CARTESIAN COORDINATES (ANGSTROEM)
C: 1.219 1.161 -0.031
N: 1.630 0.457 -1.250
C: 0.642 -0.591 -1.530
C: -0.662 0.087 -1.130
C: -0.291 0.843 0.144
H: 1.873 0.870 0.788
H: 1.324 2.237 -0.148
H: 2.565 0.072 -1.200
H: 0.653 -0.792 -2.596
H: 0.805 -1.508 -0.944
H: -1.476 -0.605 -0.969
H: -0.948 0.792 -1.909
H: -0.851 1.764 0.234
H: -0.432 0.301 1.064
H: 1.631 -0.717 2.221
H: 2.338 -1.845 2.987
O: 1.484 -1.394 2.888
H: -4.068 -0.991 0.851
H: -3.972 0.121 -0.105
O: -3.465 -0.263 0.636

Output
* gap between HOMO and LUMO: 9.28 eV
* molecular weight: 107.15 g mol⁻¹
* highest occupied orbital energy: -8.5 eV


x | This record from the OMol25 dataset describes a cluster of 3 separate species, C4H13NO2 in total. The level of theory is ωB97M-V with the def2-TZVPD basis set.

CARTESIAN COORDINATES (ANGSTROEM)
C: -1.209 0.729 -2.670
C: -0.388 0.643 -1.402
C: -0.256 -0.516 -0.671
N: 0.890 -0.848 0.082
C: 1.098 -2.255 0.140
H: -1.732 -0.262 -2.861
H: -0.510 1.036 -3.467
H: -1.913 1.668 -2.642
H: 0.194 1.418 -1.080
H: -1.047 -1.255 -0.551
H: 1.641 -0.136 -0.022
H: 0.651 -2.871 -0.657
H: 0.564 -2.858 0.930
H: 2.077 -2.646 -0.102
H: -0.021 -0.065 3.138
H: 0.162 -0.002 1.478
O: -0.424 0.218 2.270
H: -0.059 1.889 2.590
H: 0.357 3.218 3.149
O: -0.075 2.897 2.346

Output
* gap between HOMO and LUMO: 8.70 eV
* molecular weight: 107.15 g mol⁻¹
* highest occupied orbital energy: -7.9 eV


Relative stability in hartree, measured from the most stable structure: w 0.0000; x 0.0718


w | This record from the OMol25 dataset describes the molecule C3H2N2O2S. The level of theory is ωB97M-V with the def2-TZVPD basis set.

CARTESIAN COORDINATES (ANGSTROEM)
C: 0.719 0.483 0.213
C: -0.310 -0.133 0.818
C: -1.267 -0.814 0.008
H: 2.320 1.501 0.168
H: -0.408 -0.163 1.902
N: 0.036 -0.102 -1.924
N: 0.858 0.471 -1.198
O: 1.681 1.143 0.839
O: -1.041 -0.762 -1.349
S: -2.587 -1.624 0.523

Output
* gap between HOMO and LUMO: 8.11 eV
* molecular weight: 130.13 g mol⁻¹
* highest occupied orbital energy: -9.0 eV


x | This record from the OMol25 dataset describes a structure of composition C3H2N2O2S. The level of theory is ωB97M-V with the def2-TZVPD basis set.

CARTESIAN COORDINATES (ANGSTROEM)
C: 1.139 -0.584 -0.384
C: -0.058 0.097 0.146
C: -0.121 1.290 0.860
H: 0.191 -2.328 -0.798
H: 0.853 1.860 0.942
N: -2.281 0.439 -0.092
N: -1.348 -0.450 -0.262
O: 1.173 -2.071 -0.550
O: 2.222 0.010 -0.459
S: -1.769 1.737 0.596

Output
* gap between HOMO and LUMO: 10.22 eV
* molecular weight: 130.13 g mol⁻¹
* highest occupied orbital energy: -10.9 eV


Relative stability in hartree, measured from the most stable structure: w 0.0272; x 0.0000


w | This record from the OMol25 dataset describes a cluster of 2 separate species, C3H8O in total. The level of theory is ωB97M-V with the def2-TZVPD basis set.

CARTESIAN COORDINATES (ANGSTROEM)
C: 1.020 -1.596 -0.395
H: 0.077 -1.607 0.155
H: 0.779 -1.225 -1.389
H: 1.679 -0.868 0.070
H: 1.458 -2.588 -0.398
C: -1.636 1.199 -0.067
C: -0.323 1.243 0.146
O: 0.270 1.223 1.375
H: -1.958 1.274 -1.093
H: -2.340 1.221 0.750
H: 0.337 1.352 -0.708
H: 0.637 0.373 1.555

Output
* gap between HOMO and LUMO: 10.60 eV
* molecular weight: 60.10 g mol⁻¹
* highest occupied orbital energy: -9.7 eV


x | This record from the OMol25 dataset describes a cluster of 2 separate species, C3H8O in total. The level of theory is ωB97M-V with the def2-TZVPD basis set.

CARTESIAN COORDINATES (ANGSTROEM)
C: -6.965 -3.803 2.538
H: -7.306 -2.858 2.121
H: -7.477 -4.683 2.160
H: -6.969 -3.686 3.613
H: -5.937 -3.990 2.205
C: 2.527 2.008 -2.154
C: 2.514 1.561 -0.887
O: 3.633 1.295 -0.132
H: 1.774 1.600 -2.812
H: 3.166 2.836 -2.446
H: 1.604 1.310 -0.340
H: 3.855 0.358 -0.152

Output
* gap between HOMO and LUMO: 9.82 eV
* molecular weight: 60.10 g mol⁻¹
* highest occupied orbital energy: -9.0 eV


Relative stability in hartree, measured from the most stable structure: w 0.0000; x 0.0400